Formula: C4H13NO2
Source: OMol25
Level of theory: ωB97M-V/def2-TZVPD

Geometry as XYZ:
```
20
Properties=species:S:1:pos:R:3:forces:R:3
C 1.628 -0.446 -1.879 0.2 -0.1 -0.8
C 0.176 -0.721 -1.540 0.0 -0.2 0.7
C -0.451 0.247 -0.526 -0.8 0.4 -0.6
N -0.626 -0.273 0.833 0.6 -0.3 0.0
C 0.354 0.175 1.806 -1.1 -0.5 0.1
O 1.661 0.161 1.291 0.5 0.2 0.0
H 1.715 0.234 -2.727 -0.1 0.2 0.1
H 2.174 -0.017 -1.050 0.1 -0.1 0.2
H 2.115 -1.365 -2.207 0.1 0.0 0.1
H -0.457 -0.747 -2.424 0.1 0.0 -0.2
H 0.110 -1.723 -1.101 -0.1 0.0 -0.1
H -1.444 0.514 -0.907 0.0 0.0 0.1
H 0.089 1.195 -0.501 0.2 -0.1 0.1
H -0.638 -1.290 0.789 0.1 0.2 0.1
H 0.262 -0.523 2.646 0.1 0.2 0.1
H 0.043 1.166 2.146 0.3 0.1 0.0
H 2.144 0.931 1.609 -0.1 -0.1 0.0
O -3.314 0.658 1.237 0.1 0.0 0.0
H -3.103 1.589 1.363 -0.1 0.0 0.0
H -2.436 0.234 1.142 -0.1 0.1 0.1
```
Forces are in eV/Å.

Its relative energy (zero: lowest compared OMol25 entry of this formula, charge and spin) is 15.8 kcal/mol. Its SMILES is CCCNCO.O. The calculation puts the HOMO-LUMO gap at 10.2402 eV. For the total energy, the calculation gives -9943.5128 eV. The value obtained for the lowest unoccupied orbital energy is 0.7 eV.

Formula: C4H13NO2
Source: OMol25
Level of theory: ωB97M-V/def2-TZVPD

Geometry as XYZ:
```
20
Properties=species:S:1:pos:R:3:forces:R:3
C 0.943 1.860 0.325 0.4 -0.1 -0.3
C -0.318 1.160 -0.124 0.8 -1.0 -0.5
O -1.056 2.088 -0.880 -0.2 0.4 0.1
C 0.107 -0.068 -0.964 -2.3 -0.9 -1.0
C -1.076 -1.149 -1.259 1.0 2.1 1.2
N -2.269 -0.868 -0.425 0.4 -1.6 0.1
H 1.525 1.990 -0.594 0.1 0.5 0.2
H 0.817 2.808 0.854 -0.2 -0.1 -0.2
H 1.521 1.187 0.950 0.1 -0.1 0.3
H -0.855 0.738 0.739 -0.3 0.5 -0.1
H -1.590 1.652 -1.546 -0.2 -0.3 0.1
H 0.829 -0.692 -0.446 0.6 0.6 0.0
H 0.381 0.167 -2.010 0.8 0.4 0.8
H -0.483 -2.030 -1.019 -0.9 -0.9 -0.4
H -1.392 -1.072 -2.292 0.1 -0.3 -0.2
H -2.012 -1.077 0.541 0.1 0.5 0.0
H -2.895 -1.660 -0.588 -0.3 0.4 -0.3
O 2.510 -1.805 3.243 -0.4 -0.1 0.9
H 3.051 -2.268 2.616 0.3 -0.1 -0.6
H 2.260 -0.959 2.878 0.1 0.2 -0.3
```
Forces are in eV/Å.

Its relative energy (zero: lowest compared OMol25 entry of this formula, charge and spin) is 27.8 kcal/mol. Its SMILES is C[C@@H](O)CCN.O. The calculation puts the HOMO-LUMO gap at 10.4231 eV. For the total energy, the calculation gives -9942.9895 eV. The value obtained for the lowest unoccupied orbital energy is 0.6 eV.

Formula: C4H13NO2
Source: OMol25
Level of theory: ωB97M-V/def2-TZVPD

Geometry as XYZ:
```
20
Properties=species:S:1:pos:R:3:forces:R:3
C -0.109 0.534 -0.768 1.9 0.3 -0.3
N -0.194 0.905 0.660 0.1 -1.0 -1.0
C 0.253 -0.186 1.558 -1.0 0.4 1.1
C -0.497 -1.502 1.379 -0.4 -0.3 -2.1
C 1.775 -0.307 1.482 -0.1 0.5 -0.2
O 2.436 -0.437 2.740 -0.3 0.0 -0.3
H -0.995 0.242 -1.327 -0.4 0.0 0.4
H 0.406 1.335 -1.308 -0.5 0.3 -0.1
H 0.636 -0.260 -0.903 -0.3 -0.3 0.2
H -1.162 1.069 0.849 -0.5 0.3 0.4
H -0.056 0.221 2.529 0.6 -0.2 0.2
H -1.499 -1.336 0.959 -0.1 0.3 0.5
H -0.048 -2.017 0.516 0.2 -0.3 0.5
H -0.623 -2.196 2.202 0.5 0.2 0.3
H 2.051 0.632 0.988 0.4 -0.2 0.1
H 2.096 -1.134 0.850 -0.1 -0.1 0.0
H 2.882 0.400 2.850 0.2 0.2 0.5
O -3.111 0.813 -5.787 0.0 0.9 -0.2
H -3.097 1.778 -5.869 0.1 -0.2 -0.7
H -3.193 0.786 -4.842 -0.1 -0.7 0.9
```
Forces are in eV/Å.

Its relative energy (zero: lowest compared OMol25 entry of this formula, charge and spin) is 35.1 kcal/mol. Its SMILES is CN[C@@H](C)CO.O. The calculation puts the HOMO-LUMO gap at 9.7601 eV. For the total energy, the calculation gives -9942.6742 eV. The value obtained for the lowest unoccupied orbital energy is 0.6 eV.

Formula: C4H13NO2
Source: OMol25
Level of theory: ωB97M-V/def2-TZVPD

Geometry as XYZ:
```
20
Properties=species:S:1:pos:R:3:forces:R:3
C 0.576 2.459 -1.275 0.0 0.3 0.2
N 0.775 2.246 -0.052 0.0 -0.3 0.0
C 0.443 0.915 0.432 -1.1 -0.1 -0.3
C -1.066 0.787 0.783 1.2 -0.6 0.3
C -1.371 -0.659 1.217 -0.1 0.3 0.2
H 0.167 1.700 -1.953 0.1 0.1 -0.1
H 0.793 3.460 -1.639 -0.1 -0.1 -0.3
H 1.029 0.751 1.328 0.1 -0.4 0.0
H 0.585 0.123 -0.310 0.7 0.1 -0.1
H -1.648 1.057 -0.102 -0.1 0.4 0.4
H -1.185 1.408 1.667 -0.7 0.5 -0.3
H -2.098 -0.627 2.026 0.1 -0.2 0.2
H -0.445 -1.121 1.569 -0.2 -0.2 0.1
H -1.815 -1.290 0.452 0.2 0.1 -0.3
O 3.952 -0.469 0.250 0.0 0.4 -0.1
H 4.041 0.422 -0.124 -0.1 -0.4 0.2
H 4.210 -0.376 1.172 0.0 0.0 0.0
O -2.243 -3.211 -1.761 0.0 0.0 0.0
H -2.195 -3.716 -2.578 0.0 0.0 -0.1
H -2.506 -3.858 -1.101 0.0 0.0 0.1
```
Forces are in eV/Å.

Its relative energy (zero: lowest compared OMol25 entry of this formula, charge and spin) is 31.7 kcal/mol. Its SMILES is C=NCCC.O.O. The calculation puts the HOMO-LUMO gap at 10.4196 eV. For the total energy, the calculation gives -9942.8201 eV. The value obtained for the lowest unoccupied orbital energy is 0.8 eV.

Formula: C4H13NO2
Source: OMol25
Level of theory: ωB97M-V/def2-TZVPD

Geometry as XYZ:
```
20
Properties=species:S:1:pos:R:3:forces:R:3
C 1.604 -1.286 -2.114 0.3 1.2 -0.9
C 1.315 -0.523 -0.858 -0.6 1.6 0.2
C 1.780 -0.972 0.524 -1.1 -1.3 -1.1
C 0.882 0.762 -1.034 1.9 -0.4 2.2
N 0.570 1.313 -2.253 -0.4 -0.7 0.1
H 2.154 -2.217 -2.035 -0.2 -0.2 0.3
H 2.296 -0.548 -2.609 -0.3 -1.0 -0.3
H 0.734 -1.396 -2.800 0.5 -0.2 0.5
H 2.671 -0.415 0.824 0.1 -0.6 0.1
H 1.889 -2.121 0.446 0.2 1.9 0.7
H 0.946 -0.717 1.195 0.6 -0.4 0.2
H 1.104 1.503 -0.194 -1.0 -1.0 -1.0
H 0.851 2.268 -2.342 0.1 0.2 -0.5
H 0.804 0.645 -2.977 0.0 0.9 -0.5
O -2.285 0.408 0.262 0.1 -0.1 0.3
H -1.439 -0.020 0.075 0.0 0.1 -0.2
H -2.328 0.411 1.227 -0.1 0.1 -0.1
O -2.867 0.273 4.260 -0.4 -0.7 0.6
H -2.572 0.518 5.147 0.1 0.2 -0.2
H -3.443 -0.489 4.463 0.3 0.5 -0.4
```
Forces are in eV/Å.

Its relative energy (zero: lowest compared OMol25 entry of this formula, charge and spin) is 34.3 kcal/mol. Its SMILES is CC(C)=CN.O.O. The calculation puts the HOMO-LUMO gap at 8.3376 eV. For the total energy, the calculation gives -9942.7096 eV. The value obtained for the lowest unoccupied orbital energy is 0.8 eV.

Formula: C4H13NO2
Source: OMol25
Level of theory: ωB97M-V/def2-TZVPD

Geometry as XYZ:
```
20
Properties=species:S:1:pos:R:3:forces:R:3
C 0.134 -0.755 -1.303 -0.6 -0.4 1.3
C 0.672 0.351 -0.409 0.0 -0.3 0.6
C 2.124 0.170 0.037 -0.4 -1.1 -0.4
N -0.219 0.574 0.761 -0.1 0.2 0.2
C -0.900 -0.497 1.449 0.8 -0.1 -0.7
O -0.061 -1.558 1.922 -0.1 0.1 0.1
H -0.824 -0.455 -1.725 0.3 0.1 -0.7
H 0.886 -1.160 -1.967 -0.1 0.3 -0.6
H -0.170 -1.606 -0.687 0.4 -0.1 0.1
H 0.648 1.284 -0.945 -0.1 0.5 -0.5
H 2.174 -0.706 0.684 0.1 0.2 0.3
H 2.771 -0.082 -0.808 0.0 0.4 -0.1
H 2.462 1.071 0.529 0.3 0.1 0.2
H 0.291 1.103 1.458 0.0 0.3 -0.1
H -1.429 -0.035 2.277 -0.3 0.0 0.1
H -1.588 -0.976 0.759 -0.2 0.0 0.1
H 0.386 -1.256 2.720 0.0 0.0 0.0
O -2.818 1.380 -1.695 0.1 0.3 -0.6
H -2.359 1.245 -0.873 0.2 -0.2 0.9
H -2.177 1.909 -2.185 -0.2 0.0 -0.2
```
Forces are in eV/Å.

Its relative energy (zero: lowest compared OMol25 entry of this formula, charge and spin) is 15.4 kcal/mol. Its SMILES is CC(C)NCO.O. The calculation puts the HOMO-LUMO gap at 10.0398 eV. For the total energy, the calculation gives -9943.5293 eV. The value obtained for the lowest unoccupied orbital energy is 0.8 eV.

Formula: C4H13NO2
Source: OMol25
Level of theory: ωB97M-V/def2-TZVPD

Geometry as XYZ:
```
20
Properties=species:S:1:pos:R:3:forces:R:3
C 0.020 0.382 2.167 1.4 -0.2 0.4
C 0.749 -0.688 1.356 -1.2 0.0 1.4
C 0.878 -0.636 -0.037 -1.0 2.2 0.3
N 0.642 0.594 -0.711 2.4 -0.9 2.4
C 1.316 -1.835 2.150 0.1 0.3 -1.0
H -1.011 0.184 2.497 0.2 -0.4 -0.7
H 0.558 0.412 3.137 -0.2 0.3 -0.5
H 0.058 1.367 1.687 -0.2 -0.2 0.4
H 1.003 -1.567 -0.543 0.6 -0.2 -0.9
H 1.532 0.942 -1.086 -0.3 -0.7 -1.9
H 0.639 1.332 0.009 -1.2 -0.3 -0.1
H 0.581 -2.183 2.865 -0.2 0.0 0.3
H 1.580 -2.665 1.490 0.2 0.1 0.2
H 2.204 -1.496 2.721 -0.4 -0.1 -0.3
H -2.045 -0.596 -2.883 0.1 0.0 0.0
H -0.783 -0.375 -2.004 -0.6 -0.2 -0.7
O -1.287 -1.050 -2.497 0.4 0.3 0.6
H -1.589 3.330 -1.119 0.0 0.3 -0.4
H -1.993 1.902 -1.183 0.0 0.0 -0.5
O -1.572 2.583 -1.732 0.0 -0.3 0.9
```
Forces are in eV/Å.

Its relative energy (zero: lowest compared OMol25 entry of this formula, charge and spin) is 32.4 kcal/mol. As for the spin multiplicity: 2. As for the total charge: +1. The calculation puts the HOMO-LUMO gap (alpha / beta) at 10.0589 / 6.7551 eV. For the total energy, the calculation gives -9934.7499 eV. The value obtained for the lowest unoccupied orbital energy (alpha / beta) is -4.5 / -7.8 eV.

Formula: C4H13NO2
Source: OMol25
Level of theory: ωB97M-V/def2-TZVPD

Geometry as XYZ:
```
20
Properties=species:S:1:pos:R:3:forces:R:3
C 0.191 0.897 -1.385 0.2 1.0 0.5
N -0.732 0.120 -0.571 -0.4 0.9 -0.8
C -1.655 -0.658 -1.380 -0.6 -1.3 1.7
C -1.196 0.748 0.669 0.6 -0.1 0.6
C -0.053 1.066 1.652 0.2 0.2 -0.3
O 0.529 -0.135 2.143 -0.1 1.2 0.2
H 1.041 0.311 -1.713 0.0 -0.3 -0.2
H -0.354 1.386 -2.202 -0.1 -0.7 -0.3
H 0.548 1.766 -0.840 0.3 -0.3 0.4
H -2.232 0.066 -1.946 0.1 -0.2 -0.7
H -2.364 -1.208 -0.749 0.1 0.4 0.2
H -1.158 -1.475 -1.901 0.3 0.6 -0.7
H -1.878 0.121 1.243 -0.3 -0.2 -0.6
H -1.713 1.640 0.275 0.0 0.1 0.5
H -0.444 1.662 2.479 -0.2 -0.3 0.0
H 0.699 1.709 1.188 0.1 -0.2 0.0
H 0.201 -0.847 1.616 0.0 -0.9 -0.3
H 3.177 -2.150 -0.569 0.4 0.2 -0.1
H 1.701 -2.146 -0.612 0.2 0.3 -0.2
O 2.453 -1.569 -0.825 -0.7 -0.5 0.3
```
Forces are in eV/Å.

Its relative energy (zero: lowest compared OMol25 entry of this formula, charge and spin) is 31.8 kcal/mol. As for the spin multiplicity: 2. As for the total charge: +1. The calculation puts the HOMO-LUMO gap (alpha / beta) at 11.6145 / 7.1398 eV. For the total energy, the calculation gives -9934.7759 eV. The value obtained for the lowest unoccupied orbital energy (alpha / beta) is -3.1 / -7.6 eV.